A molecular structure, C18H19CuNO10, computed with wB97M-V/def2-TZVPD.

```
! wB97M-V def2-TZVPD RIJCOSX def2/J DEFGRID3
* xyz -2 2
H -1.67 -3.80 0.56
O 1.72 -0.14 -0.03
C -0.77 -1.10 -2.88
C -1.69 2.41 -1.78
H -0.20 -1.10 -3.82
H -0.27 1.39 -2.91
H -3.71 1.70 -1.22
H -3.02 3.13 -0.44
Cu -0.32 0.49 -0.12
C -0.62 -3.99 2.50
C -1.20 -3.32 1.40
C 0.09 -3.14 3.56
H -0.05 -3.15 -1.74
H 0.71 -1.19 4.23
H -3.81 0.25 0.98
H -2.35 0.40 -3.47
O -0.10 0.13 2.01
H -1.40 -1.99 -2.86
C -2.81 2.10 -0.75
O 0.69 -3.69 4.52
C 2.07 2.15 0.55
O -0.76 -5.22 2.58
C -3.12 1.03 1.33
H -2.40 -0.24 -1.86
H -3.59 1.95 1.68
O -2.21 1.37 0.30
H -2.65 0.60 2.21
O 5.22 3.89 0.74
N -0.90 1.21 -2.14
H -2.07 2.85 -2.71
H 1.30 -2.61 -0.78
H 1.45 -2.69 -2.53
H 4.26 -0.47 -0.16
H -1.06 3.22 -1.41
H 2.57 4.20 0.73
C 0.20 -1.75 3.47
O 6.16 1.41 0.43
C -0.27 -1.09 2.33
C -1.01 -1.92 1.24
C 4.39 2.99 0.61
O 0.24 -1.13 -1.87
C -1.70 0.08 -2.64
C 2.58 0.77 0.20
C 4.94 1.56 0.36
C 2.97 3.19 0.72
C 3.94 0.53 0.10
O 0.86 2.43 0.26
O -1.39 -1.33 0.20
C 0.77 -2.42 -1.72
*
```

Properties
* relative energy (zero: lowest compared OMol25 entry of this formula, charge and spin): 0.0 kJ/mol
* HOMO-LUMO gap (alpha / beta): 5.3 / 5.3 eV
* <S²>: 0.752

Atomic partial charges in e from the Löwdin method, atoms 1 to 2: atom 1 (H): 0.094, atom 2 (O): -0.069

=====

A molecular structure, C20H21BrF4MnNO2, computed with wB97M-V/def2-TZVPD.

```
! wB97M-V def2-TZVPD RIJCOSX def2/J DEFGRID3
* xyz 0 5
H 1.15 -1.10 4.00
H 4.75 3.60 -0.33
C 3.77 0.43 -2.85
C -0.85 -4.13 -0.66
Mn 0.04 -0.34 0.46
H 4.83 0.38 -2.60
C 1.58 -0.81 -2.88
H 1.07 0.00 -2.35
C 4.31 -2.55 1.26
C 2.25 1.34 -0.03
C 2.86 -1.12 2.69
H 3.67 0.64 -3.92
H 1.47 -0.59 -3.94
C 1.24 2.27 -0.11
H 4.65 -2.98 2.20
H 3.25 -1.90 3.35
F -2.03 -4.48 -1.16
Br -1.94 -0.14 1.62
H 4.59 0.18 2.99
O 0.19 -2.21 0.31
H 3.31 0.38 4.19
C 3.34 -1.55 1.30
C -0.79 -2.60 -0.47
F 0.11 -4.48 -1.54
C 2.68 4.11 -0.35
C 3.06 -0.89 -2.52
H 5.58 -3.78 0.05
N 1.89 0.01 0.15
H 4.38 1.17 -0.05
H 2.85 5.17 -0.48
C 4.83 -3.00 0.07
H 4.78 -2.80 -2.06
H 3.48 -1.64 -3.20
C 3.51 0.20 3.13
F -0.64 -4.80 0.47
H 3.12 1.05 2.57
C 3.54 1.86 -0.11
C 1.35 -1.08 2.92
F -0.04 1.72 -0.01
H 3.33 1.27 -2.31
C 4.38 -2.44 -1.12
H 0.50 4.26 -0.32
C 2.89 -1.01 0.09
C 3.74 3.22 -0.27
C 1.38 3.62 -0.27
H 0.91 -0.14 2.57
H 1.06 -1.74 -2.68
H 0.83 -1.92 2.47
C 3.41 -1.44 -1.14
O -1.55 -1.87 -1.05
*
```

Properties
* relative energy (zero: lowest compared OMol25 entry of this formula, charge and spin): 39.6 kJ/mol
* HOMO-LUMO gap (alpha / beta): 6.2 / 8.1 eV
* <S²>: 6.086

Atomic partial charges in e from the Löwdin method, atoms 1 to 2: atom 1 (H): 0.097, atom 2 (H): 0.110

=====

14 unconnected molecules or ions with the total composition C56H154N14O14, computed with wB97M-V/def2-TZVPD.

```
! wB97M-V def2-TZVPD RIJCOSX def2/J DEFGRID3
* xyz 0 1
H 1.94 -7.81 4.17
H -4.73 2.48 6.29
H 6.47 1.47 0.04
H 3.88 -3.40 1.34
H 2.95 2.80 -5.13
H -1.02 1.97 -6.83
H 3.99 -3.15 -3.44
H 4.33 3.11 1.79
H 1.38 -2.34 1.40
H 3.85 3.21 3.51
C -2.92 1.64 5.90
N 3.44 -6.43 0.39
H -3.57 -5.42 8.72
H -3.79 5.47 0.24
C 3.87 1.85 -1.77
O 1.18 -7.05 1.83
C -4.19 1.51 -6.35
H -4.36 5.41 -4.85
C -1.24 6.08 -2.13
H -1.05 2.39 6.68
H -1.91 -2.16 -2.86
H -1.22 2.67 5.00
N 5.77 -1.01 4.20
H 0.42 -5.19 1.34
H -6.52 -3.16 -5.18
C 6.22 5.03 -3.68
H 3.37 -0.07 4.23
H -2.56 -4.17 2.39
H -3.62 2.09 1.51
H -1.24 6.43 -1.09
H 5.52 -0.20 4.75
O 1.70 5.22 -7.94
H -3.75 -6.04 6.26
H -2.12 6.46 -2.63
C -4.23 3.59 0.11
H -5.16 -0.76 0.31
H -4.50 1.03 -7.28
C -3.40 4.96 -5.13
H -3.91 -9.34 1.34
H 0.19 0.93 -2.52
H 0.91 -8.93 0.86
H -1.25 4.99 -2.07
H 6.57 5.99 -4.08
C 1.08 6.55 -2.28
H 2.23 3.95 -4.00
O 4.90 -3.64 -1.58
H 2.08 6.17 -9.81
H 4.57 0.31 1.29
N -3.78 2.80 6.15
H -1.46 3.46 -5.20
H 3.24 8.05 -4.63
C 0.52 -1.80 1.82
C 4.09 -2.80 -2.41
H -5.73 -3.12 -2.28
H -1.78 -2.63 3.73
H 1.37 2.53 -4.44
C 1.85 -10.63 2.51
H -2.20 -8.78 1.42
H -1.14 -0.29 -0.33
C -3.21 -8.65 1.80
H 1.23 1.51 6.21
H -0.40 0.15 3.18
O 6.59 0.52 1.84
H 1.28 2.23 -7.18
N -3.28 4.62 0.45
H -2.55 5.53 -4.77
N 3.15 7.82 -1.95
H -5.29 3.11 -1.78
H 2.18 -10.97 1.53
N -7.43 -2.08 -2.94
H 2.03 2.74 1.03
H -0.45 2.64 0.51
C 1.93 -9.16 2.69
H 3.41 2.09 -0.81
C 1.96 7.64 -2.84
H 4.62 1.05 -1.75
H -4.30 -0.05 1.69
H 0.58 -0.72 -0.74
H -0.12 -8.72 2.17
H 3.25 -1.84 4.04
H 0.73 4.50 0.20
H -3.05 0.99 6.76
C -0.08 -0.05 -0.18
C 5.00 3.94 -1.65
H -3.36 -2.59 -1.96
H 1.50 5.55 -2.38
H -2.79 -3.70 7.09
H 0.72 4.69 -5.68
C -1.51 -2.97 4.73
C -3.76 -6.61 2.88
H -1.86 -6.30 5.17
H -2.30 -7.67 6.01
O -3.80 -1.67 -3.78
C 2.56 5.62 -9.00
C 6.97 1.58 1.00
H -7.29 -1.33 -2.28
H 3.70 6.98 -1.88
H 6.60 2.50 1.46
H 1.28 0.16 5.05
H 3.06 5.17 -6.38
H 6.63 -0.75 3.75
H 2.78 6.38 -4.43
H 5.33 -4.40 1.20
H -6.75 -4.45 -4.02
N -0.54 0.39 2.21
H -0.24 -6.50 0.35
H 6.71 5.81 -1.19
H -5.19 -0.61 -2.60
H 5.66 4.56 -4.49
H -3.93 -3.25 1.66
C -2.93 -1.84 -2.62
C -0.30 1.59 -1.80
H -2.25 2.08 -4.37
H -4.43 -7.24 3.48
H -1.45 3.77 1.01
H 2.81 -0.76 2.74
C -2.87 -6.13 8.28
C -2.79 -5.86 6.76
H 0.87 -11.06 2.73
C 4.95 -0.90 3.04
C 3.52 -0.91 3.55
H 2.53 -4.63 -0.14
H -1.87 -6.09 8.72
H 8.02 1.58 0.71
O 4.48 2.96 -2.51
H 2.72 -9.14 4.65
H -3.71 3.76 -2.14
H -3.38 5.04 -6.22
H -0.52 1.40 2.28
O -3.64 -7.31 1.63
H -1.82 1.72 -8.09
O -0.65 0.78 5.51
N -1.87 -6.76 6.07
H 3.09 -2.71 -1.98
C -4.55 3.84 -1.45
H -5.05 4.78 -1.67
C 5.20 0.41 2.17
O -4.79 1.16 0.15
H 2.78 7.86 -1.01
H -0.72 5.92 1.54
C -2.24 -4.42 6.48
H -0.40 -2.35 1.61
C 2.44 7.40 -4.29
O -0.16 6.62 -2.88
C 5.28 5.18 -2.49
H -3.38 -0.45 0.23
H 0.60 -1.82 2.90
H 3.07 1.55 -2.44
C 4.24 -4.43 1.27
C -3.47 -4.23 1.79
H 3.11 3.78 -7.43
C 4.33 -4.92 -1.25
H 4.35 5.62 -2.85
C -4.34 -0.11 0.61
O -2.35 -4.10 5.08
C 0.88 -8.45 1.84
H -4.09 -4.38 4.43
H -5.42 -5.37 4.31
C 0.77 1.09 5.31
H -5.62 -0.82 -4.31
H -1.67 -2.11 5.38
H 0.14 2.54 -2.09
O 2.76 4.37 2.18
H -7.69 -1.63 -3.81
C -2.37 2.87 -5.11
O 0.18 1.30 -0.56
C -6.15 -3.57 -4.24
H 7.11 4.43 -3.53
H 1.00 6.68 -1.20
H -0.05 5.15 3.03
H 4.75 4.50 2.76
C -1.41 1.92 5.77
H 4.06 -5.02 2.17
H -4.04 0.56 -5.83
H -1.37 1.43 -1.93
H 4.24 4.22 -0.92
N -4.88 -4.65 3.87
C 0.13 5.41 1.99
C -2.95 2.34 -6.49
H 1.56 2.87 2.73
H -3.49 3.31 6.97
C 1.77 3.44 1.82
H 3.33 6.28 -8.60
H 0.88 6.16 1.76
C 3.53 -5.03 0.03
H -3.14 -9.09 2.80
H 0.42 3.40 -7.62
N 0.62 2.88 -6.77
C -4.44 -5.24 2.57
H 1.36 8.55 -2.86
N -0.61 3.29 1.26
H -5.21 -5.44 1.82
H 2.95 -8.83 2.48
H 3.83 -5.37 -2.11
H -5.09 1.94 -5.91
H -1.22 -4.36 6.85
H -2.86 1.97 -0.13
H 3.26 -7.05 -0.39
C -6.07 -2.53 -3.13
H -3.29 -7.12 8.43
H 6.14 6.99 -2.09
C 1.37 3.89 -6.04
H 5.01 1.37 2.66
H -3.10 -0.14 4.65
H 1.34 0.20 1.32
H 5.18 -1.79 2.46
H 1.56 7.49 -4.92
N -1.90 1.55 -7.10
H 1.04 1.80 4.54
H -3.10 -4.72 0.89
H -5.17 -3.96 -4.51
C 0.37 -0.29 1.31
H -3.10 1.34 3.76
H 4.52 -1.80 -2.38
C 0.52 4.14 1.20
N 1.89 -8.82 4.17
H -0.70 -6.31 2.06
H 2.68 -6.58 1.03
H -2.79 -0.90 -2.09
O -3.43 3.69 -4.58
C 2.03 3.30 -4.85
H 3.09 4.78 -9.44
C 2.44 4.49 -6.95
H -2.84 -6.60 3.46
H 5.29 -5.42 -1.09
H -3.22 4.58 1.46
C 3.96 3.76 2.58
N 5.85 6.17 -1.58
H 5.84 3.59 -1.05
C -5.17 -1.30 -3.44
H -3.32 3.12 -7.15
H -5.14 3.84 0.65
H -4.55 0.87 4.63
C 0.12 -6.24 1.34
C -3.46 0.89 4.68
H 2.57 -11.15 3.14
C -3.77 2.15 0.43
H -0.43 -3.08 4.80
*
```

Properties
* relative energy (zero: lowest compared OMol25 entry of this formula, charge and spin): 604.1 kJ/mol
* HOMO-LUMO gap: 9.2 eV

Atomic partial charges in e from the Löwdin method, atoms 1 to 2: atom 1 (H): 0.053, atom 2 (H): 0.067